No. 1
This record from OMol25 describes a 21-piece molecular cluster, C63H168O21 overall at a distorted geometry. The level of theory is the ωB97M-V functional and the def2-TZVPD basis.

ORCA input file:
```
! wB97M-V def2-TZVPD RIJCOSX def2/J DEFGRID3
* xyz 0 1
C -4.46474 6.32269 -4.68852
C -3.02488 5.90534 -4.91196
C -2.52797 4.83499 -3.94144
O -2.89265 5.53464 -6.27970
H -4.49253 6.76435 -3.67405
H -5.12638 5.42514 -4.66528
H -4.87734 6.99624 -5.44569
H -2.45264 6.81654 -4.73528
H -2.63567 5.12554 -2.88069
H -1.46932 4.69318 -4.18718
H -3.03221 3.80220 -3.98955
H -2.05168 5.15790 -6.36242
C -3.03423 1.22976 -3.04898
C -2.94084 0.73011 -4.53416
C -1.81758 -0.26507 -4.83368
O -4.17274 0.07339 -4.77710
H -2.04693 1.66756 -2.79867
H -3.27732 0.42225 -2.33132
H -3.81093 1.98181 -2.99074
H -2.87393 1.65270 -5.15437
H -1.91713 -1.17302 -4.23174
H -0.86680 0.17921 -4.58521
H -1.82262 -0.63187 -5.88944
H -4.64761 0.55704 -5.44246
C -4.62693 4.77474 -1.36681
C -5.30395 4.87551 -0.03213
C -5.73816 6.28928 0.27011
O -6.50700 4.10526 -0.04947
H -5.20906 5.12476 -2.22614
H -4.32502 3.74567 -1.57983
H -3.71258 5.33209 -1.35759
H -4.59371 4.49988 0.77041
H -6.34711 6.31795 1.12089
H -6.37462 6.76821 -0.51654
H -4.89491 6.93567 0.48742
H -6.78994 4.00840 0.88794
C 0.82626 -2.52670 1.96736
C 0.22856 -2.93598 3.30204
C -0.28741 -4.37985 3.36442
O 1.27896 -2.78597 4.25535
H 1.14046 -1.46474 2.04202
H 0.05162 -2.57069 1.23431
H 1.65116 -3.13166 1.60179
H -0.58440 -2.21459 3.58708
H 0.50576 -5.06997 2.97419
H -1.18202 -4.31421 2.74695
H -0.45644 -4.65720 4.42678
H 0.89777 -2.73925 5.16397
C -3.63322 4.71922 5.53861
C -2.27840 4.15667 6.08661
C -1.09352 5.11406 6.07285
O -2.53408 3.69959 7.40981
H -3.68438 4.96160 4.47140
H -3.91141 5.58236 6.14658
H -4.37231 3.98176 5.78791
H -2.06959 3.26752 5.47098
H -1.02255 5.71701 5.14659
H -0.17431 4.55638 6.15698
H -1.16561 5.84616 6.90180
H -2.31765 4.40996 8.05357
C -3.61093 -1.90352 0.81643
C -3.84977 -3.22395 1.51977
C -3.99781 -3.16975 2.99025
O -5.10565 -3.76405 0.96868
H -4.38414 -1.17240 1.10245
H -3.66783 -1.98930 -0.24857
H -2.63348 -1.42992 1.02943
H -3.03754 -3.94110 1.23933
H -3.12172 -2.62045 3.39567
H -4.05613 -4.23179 3.31814
H -4.83716 -2.55869 3.29683
H -5.26463 -4.63610 1.32063
C -6.20413 -4.52833 -3.02914
C -4.90206 -3.76596 -2.83937
C -5.16000 -2.27422 -2.64338
O -4.17317 -4.28908 -1.74742
H -6.06812 -5.59732 -3.36699
H -6.80279 -4.06443 -3.80280
H -6.66705 -4.51914 -2.05394
H -4.21276 -3.96930 -3.68426
H -5.97775 -2.15353 -1.90954
H -5.56782 -1.81853 -3.55860
H -4.27695 -1.76348 -2.21438
H -4.54791 -3.91974 -0.94388
C 5.21890 -1.63418 -2.12904
C 4.57411 -3.01790 -2.16067
C 3.23040 -2.97551 -1.40992
O 4.37026 -3.46188 -3.48022
H 4.58059 -0.88018 -2.54748
H 6.11685 -1.68404 -2.72545
H 5.35089 -1.28657 -1.07535
H 5.19515 -3.82245 -1.72759
H 2.77043 -4.00879 -1.52050
H 2.51962 -2.22066 -1.68293
H 3.54110 -2.80162 -0.39574
H 4.16092 -4.38626 -3.41292
C 5.19934 -6.07235 1.28017
C 4.07460 -7.09921 1.27221
C 3.30543 -7.11849 0.01253
O 4.62157 -8.37626 1.51798
H 4.76357 -5.11027 1.07100
H 5.93766 -6.21596 0.50131
H 5.75049 -5.94476 2.19207
H 3.43549 -6.87805 2.12878
H 2.43193 -7.78563 0.06572
H 3.89308 -7.56345 -0.79983
H 3.02495 -6.13499 -0.33114
H 5.34552 -8.34409 2.15152
C 2.95383 3.16992 3.56220
C 2.76136 1.62465 3.82355
C 1.32212 1.33725 4.31772
O 3.09802 1.03349 2.54325
H 4.01007 3.43459 3.69330
H 2.37892 3.71238 4.27681
H 2.67824 3.41421 2.52319
H 3.46330 1.19733 4.55650
H 1.14916 1.88177 5.26485
H 1.13324 0.28023 4.54179
H 0.58731 1.72360 3.59539
H 3.47029 0.11314 2.67136
C -3.75334 1.60376 3.02617
C -2.58001 1.68766 2.08793
C -2.00169 3.09653 2.01928
O -1.69580 0.66653 2.44364
H -4.56563 2.19959 2.58603
H -3.58431 1.94388 4.05126
H -4.11716 0.55528 3.06908
H -2.86957 1.48388 1.04048
H -1.64821 3.43891 3.01580
H -2.63869 3.84512 1.58721
H -1.11945 3.00025 1.38244
H -0.85123 0.87441 1.97862
C 9.68169 -4.26207 1.27468
C 8.95952 -3.25934 0.34201
C 9.17642 -3.45027 -1.12509
O 7.53799 -3.27219 0.47890
H 10.73808 -4.10581 1.30965
H 9.40889 -5.31250 1.00854
H 9.29249 -4.13503 2.27625
H 9.29719 -2.28514 0.76370
H 8.67994 -4.42845 -1.35722
H 10.29008 -3.44550 -1.34120
H 8.70843 -2.55611 -1.57918
H 7.30684 -2.82654 1.29538
C 1.36241 -3.25493 -5.32339
C 2.37693 -2.64434 -6.17718
C 1.83280 -1.79234 -7.28688
O 3.15799 -1.77412 -5.34735
H 0.55708 -2.60307 -4.97779
H 1.81484 -3.68709 -4.42221
H 0.88851 -4.13781 -5.76127
H 3.10077 -3.37784 -6.60385
H 2.57116 -1.40565 -7.98324
H 1.33099 -0.90998 -6.91962
H 1.14401 -2.39524 -7.86337
H 3.57033 -2.27488 -4.60301
C 1.09225 2.48248 -4.26770
C 2.04754 1.36480 -4.55058
C 3.48605 1.57430 -4.12550
O 1.56844 0.20416 -3.82979
H 0.05857 2.22357 -4.56275
H 1.40533 3.27488 -4.95270
H 1.11889 2.77562 -3.21063
H 1.95331 1.17050 -5.60827
H 3.83199 2.50822 -4.57980
H 4.09123 0.72481 -4.53593
H 3.52007 1.55980 -3.05335
H 2.05201 -0.53028 -4.24248
C 0.42564 5.22815 0.18259
C -0.71882 6.03382 -0.36136
C -0.77561 7.46382 0.20191
O -0.66300 6.21130 -1.78097
H 1.35681 5.71447 -0.04255
H 0.42723 4.23194 -0.24797
H 0.36847 5.30017 1.27635
H -1.63770 5.59662 -0.03481
H -1.71317 8.00822 -0.02286
H 0.10567 8.00833 -0.19078
H -0.63579 7.57970 1.24462
H -0.36015 5.38234 -2.18845
C 4.18340 3.42637 -0.27024
C 5.68257 3.18157 -0.18047
C 6.10913 1.72913 -0.08256
O 6.39437 3.64282 -1.33624
H 4.01417 4.49082 -0.16247
H 3.74328 2.87756 0.55295
H 3.87049 3.08743 -1.24216
H 6.12522 3.67944 0.72723
H 5.56118 1.15303 -0.87563
H 5.84290 1.28128 0.85318
H 7.18689 1.67898 -0.14866
H 5.78184 4.10609 -1.91243
C -0.97992 -1.02341 6.69270
C -1.78323 0.28315 6.51704
C -3.29243 0.05651 6.48585
O -1.46188 1.02707 7.71750
H -0.97237 -1.62321 5.76478
H -1.37444 -1.59252 7.56139
H 0.04522 -0.69391 6.89683
H -1.46701 0.90872 5.64996
H -3.74275 0.97032 6.86650
H -3.63045 -0.73959 7.13800
H -3.77577 -0.14996 5.52504
H -1.84443 1.91261 7.58142
C -1.28508 -3.74961 -3.16928
C -0.84911 -4.71839 -2.17544
C -0.62446 -4.10310 -0.83046
O -1.79616 -5.79551 -2.01281
H -2.28192 -3.30888 -2.88915
H -1.52801 -4.12864 -4.11393
H -0.65300 -2.86227 -3.19383
H 0.08121 -5.19997 -2.49569
H 0.23438 -3.43638 -0.77216
H -0.51711 -4.87935 -0.06616
H -1.55501 -3.58360 -0.45439
H -2.65280 -5.31472 -1.95873
C 4.52369 -3.36787 4.62062
C 4.60190 -1.92665 4.12018
C 5.97234 -1.50164 3.60578
O 3.55354 -1.71168 3.09733
H 5.23335 -3.55941 5.44601
H 4.73395 -4.05528 3.76763
H 3.49223 -3.60417 4.98656
H 4.38101 -1.32304 5.01662
H 6.24503 -2.13362 2.71374
H 6.76258 -1.53412 4.29792
H 5.83894 -0.42771 3.24345
H 2.73339 -1.97028 3.53171
C -6.12284 0.84952 -0.86238
C -6.70958 0.98060 -2.25755
C -7.93792 0.05195 -2.33774
O -7.02581 2.37009 -2.50382
H -5.23837 1.47956 -0.79312
H -5.83465 -0.19634 -0.55472
H -6.94782 1.22702 -0.26160
H -5.96801 0.68273 -3.01102
H -7.63451 -0.98636 -2.06048
H -8.45832 0.12266 -3.27348
H -8.62758 0.40533 -1.54304
H -6.91769 2.71414 -1.57456
C 2.51484 0.14429 -0.48027
C 1.19510 0.88256 -0.36538
C 0.05913 0.19259 -1.05597
O 0.91527 1.19485 0.99876
H 2.74548 0.04896 -1.53918
H 2.47169 -0.81877 0.03615
H 3.23612 0.74729 0.03509
H 1.25531 1.77233 -0.96092
H 0.31016 -0.03396 -2.10924
H -0.76674 0.90839 -1.05646
H -0.24851 -0.73006 -0.54551
H 1.70391 1.02850 1.50154
*
```

As for the energy above the lowest of the compared OMol25 structures with the same formula, charge and spin: 2.650 eV. The value obtained for the electronic energy is -111051.39083 eV. Its HOMO energy is -9.5843 eV. The lowest unoccupied orbital energy comes out at 0.3 eV. The value obtained for the molar mass is 1262.0 g/mol.

No. 2
This record from OMol25 describes an isolated ion of composition C6H15N and charge -1 at a distorted geometry. The level of theory is the ωB97M-V functional and the def2-TZVPD basis.

ORCA input file:
```
! wB97M-V def2-TZVPD RIJCOSX def2/J DEFGRID3
* xyz -1 2
C 1.35783 -2.20517 -0.82750
C 1.39317 -0.87404 -1.61640
C 0.03792 -0.19415 -1.69283
C -0.74706 -0.18457 -0.37773
C 0.00775 0.31825 0.85156
C -0.46903 1.70860 1.31106
N -1.62769 1.66376 2.23333
H 0.48937 -2.78696 -1.14933
H 1.16386 -2.02081 0.22539
H 2.26205 -2.75543 -1.04913
H 1.74965 -1.13549 -2.62314
H 2.29306 -0.39048 -1.22207
H -0.59160 -0.65701 -2.44692
H 0.24338 0.85946 -1.92016
H -1.70766 0.31706 -0.48847
H -1.09222 -1.22226 -0.25141
H 1.08701 0.34779 0.69415
H -0.20933 -0.36958 1.67433
H 0.32143 2.16534 1.90710
H -0.69304 2.34872 0.45823
H -1.28600 1.11960 3.02794
H -2.32387 1.00420 1.88314
*
```

As for the energy above the lowest of the compared OMol25 structures with the same formula, charge and spin: 0.321 eV. The value obtained for the electronic energy is -7953.52215 eV. Its HOMO energy (alpha / beta) is 1.4278 / -6.0985 eV. The lowest unoccupied orbital energy (alpha / beta) comes out at 4.2 / 4.0 eV. The value obtained for the molar mass is 101.2 g/mol.

No. 3
This record from OMol25 describes a 2-piece molecular cluster, C18H47B3IN6O8PS overall. The level of theory is the ωB97M-V functional and the def2-TZVPD basis.

ORCA input file:
```
! wB97M-V def2-TZVPD RIJCOSX def2/J DEFGRID3
* xyz 0 1
C 1.13640 -2.65659 5.30675
C 0.72610 -1.47314 6.19386
C 0.37869 -0.19889 5.40623
C -0.53300 -0.47646 4.20933
N -0.95122 0.68285 3.44276
N 0.16141 1.34364 2.85259
C 0.53299 2.53561 3.61155
S 2.31650 2.87785 3.69557
C 2.54568 4.17207 2.44012
C 2.80476 5.54351 3.05722
C -0.02832 1.64447 1.41665
B -1.51725 2.20409 1.17903
C -2.83101 1.38437 0.96687
O -1.66436 3.58699 1.20491
C 0.36035 0.50617 0.40668
C 0.13464 1.15506 -0.96759
C 0.89624 0.69576 -2.22069
N 0.95368 -0.77090 -2.32766
N 2.24040 1.23204 -2.22506
N 0.13077 1.27842 -3.34926
O -0.44345 -0.62174 0.78106
C -1.05404 -1.61627 -0.02987
I -1.86340 -3.00526 1.50249
B -2.35306 -1.21597 -0.91251
N -3.75807 -1.42141 -0.46926
O -2.13460 -0.66527 -2.15396
B -0.17491 -2.75388 -0.69908
O 1.12520 -2.92597 -0.30526
C -0.84338 -3.81214 -1.69903
C -0.73821 -3.52570 -3.21155
P 2.16210 0.19866 0.79161
O 2.89486 1.47752 0.87646
O 2.16279 -0.67779 2.14484
O 2.83417 -0.81284 -0.26246
H 0.27841 -3.24343 4.97541
H 1.71059 -2.32870 4.43670
H 1.77907 -3.33983 5.87014
H -0.11805 -1.75734 6.82982
H 1.56384 -1.24131 6.85784
H -0.12646 0.50224 6.07998
H 1.31140 0.25422 5.05261
H -1.44654 -0.97180 4.56275
H -0.05229 -1.17485 3.52541
H -1.53234 1.31351 3.98514
H 0.04694 3.44949 3.24407
H 0.23470 2.40081 4.64938
H 3.36197 3.83956 1.79965
H 1.62924 4.20678 1.84714
H 1.92997 5.86791 3.62607
H 2.99018 6.28261 2.27393
H 3.65198 5.50461 3.74202
H 0.66228 2.46606 1.21268
H -3.01203 1.28201 -0.10928
H -3.68084 1.95997 1.35370
H -2.83163 0.40710 1.44896
H -0.92992 4.01948 0.76333
H 0.37380 2.21773 -0.85930
H -0.92440 1.12702 -1.22050
H 0.50554 -1.02967 -3.19611
H 1.91914 -1.07143 -2.38808
H 2.19936 2.24172 -2.16723
H 2.69095 0.99780 -3.10260
H 0.65020 1.12838 -4.20325
H -0.76232 0.81451 -3.43219
H -4.21031 -2.12798 -1.04323
H -4.29195 -0.56589 -0.59900
H -2.95973 -0.32943 -2.50733
H 1.52309 -3.66815 -0.76032
H -1.87887 -4.02563 -1.41736
H -0.31116 -4.75503 -1.50954
H -1.50510 -4.09750 -3.74511
H -0.90188 -2.47791 -3.46086
H 0.21642 -3.87555 -3.61159
H 3.05290 -0.60585 2.50887
H 3.10722 -1.61795 0.18110
C -2.00966 -0.42799 -7.82062
C -0.96854 -0.76622 -6.78316
O -0.61599 0.04034 -5.95269
C -0.38860 -2.15861 -6.82866
H -2.34567 0.59656 -7.68119
H -1.58898 -0.53772 -8.82129
H -2.86106 -1.10465 -7.73100
H 0.09132 -2.33271 -7.79298
H -1.18073 -2.89824 -6.70099
H 0.34506 -2.27790 -6.03460
*
```

The value obtained for the electronic energy is -75008.85286 eV. Its HOMO energy is -7.7426 eV. The lowest unoccupied orbital energy comes out at 0.1 eV. The value obtained for the molar mass is 698.0 g/mol.